1.
Computed, not measured: a 2-piece molecular cluster, C7H14 overall, with ωB97M-V/def2-TZVPD.

```
21
Properties=species:S:1:pos:R:3:forces:R:3
C 2.197236 -0.503073 -0.187411 0.0 -0.1 0.0
C 1.529353 0.300340 -1.307813 0.0 0.1 0.0
C 1.604310 -0.200470 1.160614 -0.1 -0.1 0.1
C 0.878328 -1.051809 1.880086 0.1 0.1 -0.1
C -2.549679 -0.671936 -0.938966 0.0 0.1 0.1
C -1.739068 1.458543 0.115712 0.0 0.0 0.0
C -2.010791 -0.016087 0.085260 -0.1 -0.1 -0.1
H 2.099501 -1.575929 -0.393836 0.0 0.1 0.0
H 0.467282 0.041186 -1.384481 0.2 0.1 0.0
H 1.778923 0.806375 1.546493 0.0 -0.1 0.0
H -0.668162 1.647044 0.262936 -0.2 0.0 0.0
H 0.458423 -0.777118 2.844573 0.1 0.0 -0.1
H -1.720959 -0.572052 0.977029 -0.1 0.1 -0.1
H -2.848192 -0.158053 -1.851122 0.1 0.0 0.1
H -2.266817 1.941163 0.947237 0.1 -0.1 -0.1
H 0.676603 -2.061948 1.526429 0.1 0.1 0.0
H -2.715534 -1.745534 -0.903719 0.0 0.2 0.0
H 1.602634 1.378361 -1.118787 0.0 -0.2 0.0
H 3.272492 -0.278804 -0.169539 -0.2 0.0 0.0
H -2.049835 1.941520 -0.816702 0.0 -0.1 0.1
H 2.003951 0.098272 -2.273990 -0.1 0.0 0.1
```
Positions in Å, forces in eV/Å.

Multiplicity = 1
Structure (SMILES) = C=CCC.C=CC
ΔE to the lowest compared entry with this formula, charge and spin = 154.52 kJ/mol
Highest occupied orbital energy = -9.5 eV
LUMO energy = 1.2 eV
Largest force on an atom = 0.19 eV/A
Charge = 0

Atom charges from the Mulliken analysis, given in e for atoms 1 to 2: C -0.36; C -0.94

=====

2.
Computed, not measured: C7H14 as an isolated structure, with ωB97M-V/def2-TZVPD.

```
21
Properties=species:S:1:pos:R:3:forces:R:3
C -2.381704 -0.911322 -0.375246 0.1 -0.3 0.2
C -1.485101 1.510350 -0.058228 0.7 -0.6 0.3
C 0.323903 -1.223882 0.289601 -1.0 1.9 0.0
C 1.953814 0.599349 -0.655055 0.3 0.7 0.0
C 2.823214 -0.283606 0.209305 0.2 0.2 0.2
C 1.356264 -0.156012 0.476607 -0.2 1.8 1.0
C -1.341273 -0.039092 0.319592 1.1 -1.1 0.1
H -2.563654 1.767369 -0.271726 1.1 -0.7 -0.3
H -2.518408 -0.702725 -1.449062 0.3 0.2 0.4
H 2.042969 1.646711 -0.458650 0.0 0.5 -0.4
H 0.494947 -2.115798 0.994539 -1.2 1.6 -0.3
H 3.385782 0.151560 1.020068 0.6 0.1 -0.4
H 3.290252 -1.095084 -0.353629 -0.4 -0.2 0.7
H -0.781687 1.878515 -0.833274 -0.7 -0.4 0.0
H 0.335335 -1.715782 -0.707851 0.2 0.9 0.3
H -3.378144 -0.886881 0.077906 0.1 0.3 0.1
H 1.824761 0.343639 -1.710978 -0.1 -0.2 0.5
H -1.304690 -0.085658 1.400288 -0.8 -0.2 0.1
H -2.025000 -1.930790 -0.291504 -0.3 -0.3 -0.1
H -1.264215 2.143536 0.806935 0.2 -0.3 0.1
H 1.212637 1.105606 1.570358 0.0 -3.8 -2.4
```
Positions in Å, forces in eV/Å.

Multiplicity = 1
ΔE to the lowest compared entry with this formula, charge and spin = 595.81 kJ/mol
Highest occupied orbital energy = -8.7 eV
LUMO energy = 0.7 eV
Largest force on an atom = 4.50 eV/A
Charge = 0

Atom charges from the Mulliken analysis, given in e for atoms 1 to 2: C -1.31; C -1.08

=====

3.
Computed, not measured: one molecule with the formula C7H14, with ωB97M-V/def2-TZVPD.

```
21
Properties=species:S:1:pos:R:3:forces:R:3
C -1.798067 -1.024140 0.851831 0.1 0.0 0.0
C -1.299343 0.202624 0.124019 -0.3 0.2 0.1
C -1.116363 0.179368 -1.378384 -0.3 0.2 -0.2
C 0.054005 0.311968 -0.477429 -0.4 2.3 0.0
C 1.240337 -0.611550 -0.341545 0.7 1.7 -0.1
C 0.636603 2.046150 -0.508485 -1.1 -1.1 0.0
C 1.646138 -1.215788 1.004912 -0.1 0.2 0.0
H 0.968301 2.362703 -1.520921 -0.4 -0.6 0.4
H -1.327165 1.079261 -1.940976 -0.3 -0.1 -0.1
H 1.535496 0.476155 -0.406495 3.7 -2.4 0.2
H -1.615964 1.148563 0.545430 -0.4 -0.1 0.0
H 1.582779 -1.160607 -1.231786 -0.5 0.2 0.3
H -2.892468 -1.071240 0.790990 0.2 0.0 0.0
H -1.519217 -1.008694 1.911771 0.0 0.0 -0.2
H 1.379615 -0.511999 1.799923 0.0 -0.1 0.0
H 1.486467 2.343906 0.163915 -0.7 -1.0 -0.2
H 2.736208 -1.346230 1.041185 -0.2 0.0 0.0
H -1.309521 -0.753216 -1.908042 0.2 0.1 0.2
H -0.200347 2.684603 -0.216307 -0.1 -0.1 -0.1
H -1.396419 -1.944347 0.414070 0.0 0.1 0.0
H 1.208922 -2.187481 1.282325 -0.1 0.3 -0.4
```
Positions in Å, forces in eV/Å.

Multiplicity = 1
Structure (SMILES) = CC[C@@]1(C)C[C@H]1C
ΔE to the lowest compared entry with this formula, charge and spin = 364.92 kJ/mol
Highest occupied orbital energy = -8.7 eV
LUMO energy = 1.1 eV
Largest force on an atom = 4.43 eV/A
Charge = 0

Atom charges from the Mulliken analysis, given in e for atoms 1 to 2: C -1.55; C 0.17

=====

4.
Computed, not measured: one molecule with the formula C7H14, with ωB97M-V/def2-TZVPD.

```
21
Properties=species:S:1:pos:R:3:forces:R:3
C -2.313495 -0.992019 -0.341273 0.0 0.0 0.0
C -1.270079 -0.218033 0.467942 0.0 0.0 0.0
C 1.282980 0.206086 0.370687 -0.1 0.0 0.1
C 2.716975 -0.222426 0.257519 0.1 -0.1 0.1
C 2.107442 0.636555 -0.813880 0.0 0.1 -0.1
C -1.395749 1.294467 0.206691 0.0 0.1 0.0
C 0.143636 -0.784517 0.184854 0.0 0.0 0.0
H -0.683450 1.635904 -0.550607 -0.1 -0.1 0.0
H -3.331197 -0.724704 -0.033699 0.2 0.0 0.0
H 2.930503 -1.262406 0.023532 -0.1 0.1 0.0
H 1.097514 0.978813 1.114012 0.0 -0.1 -0.1
H -2.196921 -2.075639 -0.222091 0.0 0.1 0.0
H -2.401002 1.553668 -0.142301 0.1 -0.1 0.1
H 2.425413 1.671861 -0.899505 0.0 -0.2 0.1
H 0.297481 -1.662360 0.827222 0.0 0.1 -0.1
H 0.175305 -1.160876 -0.848750 0.0 0.1 0.1
H 1.890225 0.157547 -1.766336 0.0 0.1 0.2
H 3.435493 0.239402 0.929243 -0.1 -0.1 -0.1
H -1.484959 -0.390074 1.531619 0.0 0.0 -0.1
H -1.210392 1.877980 1.114825 0.0 -0.1 -0.2
H -2.215720 -0.759232 -1.409704 0.0 0.0 0.1
```
Positions in Å, forces in eV/Å.

Multiplicity = 1
Structure (SMILES) = CC(C)CC1CC1
ΔE to the lowest compared entry with this formula, charge and spin = 99.72 kJ/mol
Highest occupied orbital energy = -10.1 eV
LUMO energy = 1.2 eV
Largest force on an atom = 0.21 eV/A
Charge = 0

Atom charges from the Mulliken analysis, given in e for atoms 1 to 2: C -1.68; C 0.89

=====

5.
Computed, not measured: a 2-piece molecular cluster, C7H14 overall, with ωB97M-V/def2-TZVPD.

```
21
Properties=species:S:1:pos:R:3:forces:R:3
C 2.314622 -1.372619 0.059235 -0.1 2.6 -3.3
C -1.209931 1.588425 -0.485919 0.3 0.4 1.3
C 1.159743 -1.354359 0.872443 0.0 0.1 2.9
C -1.833659 0.232424 -0.067316 -0.2 0.3 0.0
C 0.297729 1.548836 -0.878755 0.1 -2.0 -0.8
C -1.142155 -0.558844 1.068619 -2.2 0.9 0.9
C -0.096288 -1.324326 0.439600 2.0 -1.5 0.9
H -0.700039 0.125822 1.814548 -0.2 -0.2 -0.3
H -1.224597 2.373918 0.363808 -0.8 -1.2 -1.3
H 1.444856 -1.146170 1.942447 -0.8 0.5 -1.0
H -0.144867 -1.917285 -0.440462 -1.1 0.2 -1.3
H -1.765547 -0.435649 -0.923104 0.0 0.1 -0.4
H 2.296732 -1.792270 -0.940732 0.0 -0.9 0.2
H 0.900404 0.567669 -0.553266 -1.8 1.9 -0.3
H 0.389674 1.529465 -1.971859 0.1 0.0 0.1
H 3.269325 -1.431951 0.576413 0.0 0.4 -0.4
H 1.875297 -0.057053 -0.658855 3.0 -2.7 1.8
H 0.924446 2.358990 -0.530099 -0.2 0.3 0.3
H -1.889738 1.833655 -1.336846 0.9 0.7 0.5
H -1.935755 -1.118178 1.608471 0.4 0.0 -0.3
H -2.930253 0.349499 0.041630 0.6 0.2 0.5
```
Positions in Å, forces in eV/Å.

Multiplicity = 1
ΔE to the lowest compared entry with this formula, charge and spin = 448.73 kJ/mol
Highest occupied orbital energy = -7.9 eV
LUMO energy = 0.9 eV
Largest force on an atom = 4.40 eV/A
Charge = 0

Atom charges from the Mulliken analysis, given in e for atoms 1 to 2: C -0.95; C -0.40

=====

6.
Computed, not measured: one molecule with the formula C7H14, with ωB97M-V/def2-TZVPD.

```
21
Properties=species:S:1:pos:R:3:forces:R:3
C -0.693840 1.059745 0.793181 -0.3 0.6 -1.4
C 0.514627 -2.605320 0.086878 0.0 0.0 0.1
C 0.606860 -0.683534 -1.479706 0.0 0.0 -0.1
C 0.259290 -0.158163 0.976916 -0.1 0.3 -0.1
C -0.511312 2.565962 0.956683 0.1 -0.5 0.7
C -0.695124 2.114093 -0.439348 0.0 -0.8 0.3
C 0.008373 -1.179457 -0.163184 0.0 0.1 0.0
H -1.677505 0.666337 1.065451 0.0 0.6 -0.3
H -1.340540 3.130794 1.380582 0.3 -0.2 0.2
H -0.000633 -0.624924 1.947462 0.0 0.2 -0.4
H 0.474413 2.907940 1.239368 0.0 0.1 0.1
H 1.609311 -2.636349 0.157163 -0.1 0.1 0.1
H -1.602369 2.432436 -0.975120 0.2 -0.6 0.5
H -1.083997 -1.237131 -0.282249 0.1 0.0 0.0
H 1.700506 -0.620355 -1.399699 -0.1 0.0 0.0
H 0.169485 2.182158 -1.103557 -0.1 -0.2 0.4
H 0.097543 -3.062366 0.990916 0.1 0.2 -0.1
H 1.336937 0.055265 1.057747 -0.3 0.3 -0.2
H 0.228228 0.301655 -1.745362 0.1 -0.2 0.0
H 0.232150 -3.241880 -0.763410 0.1 0.1 0.2
H 0.367596 -1.366903 -2.300712 0.1 0.0 0.1
```
Positions in Å, forces in eV/Å.

Multiplicity = 1
Structure (SMILES) = CC(C)CC1CC1
ΔE to the lowest compared entry with this formula, charge and spin = 135.03 kJ/mol
Highest occupied orbital energy = -9.7 eV
LUMO energy = 1.2 eV
Largest force on an atom = 1.54 eV/A
Charge = 0

Atom charges from the Mulliken analysis, given in e for atoms 1 to 2: C -0.05; C -1.56